{"formula": "C17H23F2N3OS", "method": "ωB97M-V/def2-TZVPD", "homo_energy_ev": -7.56, "orbital_gap_ev": 8.260, "e_tot_ha": -1499.0305, "smiles": "CCN(CC)CCNc1nc(-c2ccc(OC(F)F)cc2)c(C)s1", "elements": ["C", "C", "N", "C", "C", "C", "C", "N", "C", "N", "C", "C", "C", "C", "C", "O", "C", "F", "F", "C", "C", "C", "C", "S", "H", "H", "H", "H", "H", "H", "H", "H", "H", "H", "H", "H", "H", "H", "H", "H", "H", "H", "H", "H", "H", "H", "H"], "coordinates": [[-2.84531, -1.54540, -2.54961], [-3.24056, -0.50149, -1.49919], [-3.48564, -1.01200, -0.16302], [-4.59457, -1.94391, -0.07922], [-5.20057, -1.97442, 1.32058], [-2.28895, -1.43476, 0.54862], [-2.08181, -0.56703, 1.80283], [-2.09753, 0.84196, 1.47063], [-1.00965, 1.38633, 0.88041], [0.17813, 0.90387, 0.90109], [1.09639, 1.73504, 0.31171], [2.48550, 1.28626, 0.27496], [3.56290, 2.16935, 0.33522], [4.85813, 1.69609, 0.29510], [5.09722, 0.33152, 0.20085], [6.45465, -0.02925, 0.15925], [6.81847, -1.30588, 0.06851], [6.34492, -1.92761, -1.04432], [6.38376, -2.07116, 1.10436], [4.04177, -0.56410, 0.16559], [2.74749, -0.07967, 0.20654], [0.58750, 2.89001, -0.21099], [1.25048, 3.97734, -0.97929], [-1.13773, 2.95803, 0.07194], [-2.63244, -1.05217, -3.49436], [-3.65028, -2.25911, -2.70679], [-1.95642, -2.08916, -2.23722], [-4.15162, 0.00949, -1.82683], [-2.44938, 0.25009, -1.42611], [-5.35935, -1.60721, -0.78350], [-4.29844, -2.96819, -0.36375], [-4.50724, -2.40307, 2.03924], [-5.45701, -0.96718, 1.63813], [-6.10388, -2.57964, 1.31553], [-2.34666, -2.48895, 0.84157], [-1.40676, -1.31035, -0.08518], [-2.87848, -0.73700, 2.52774], [-1.11542, -0.79217, 2.25544], [-2.98814, 1.16298, 1.11647], [3.39204, 3.22775, 0.44536], [5.70017, 2.36779, 0.34275], [7.91859, -1.35999, 0.04511], [4.20337, -1.62848, 0.10751], [1.91650, -0.76678, 0.18739], [2.12444, 3.59146, -1.50061], [0.55739, 4.39137, -1.70957], [1.56404, 4.78945, -0.32088]], "forces_ev_per_a": [[-0.095, 0.205, 0.267], [0.069, -0.066, -0.266], [-0.070, -0.032, 0.015], [-0.092, 0.043, 0.219], [0.039, -0.086, -0.318], [0.015, 0.285, 0.360], [0.103, -0.307, -0.142], [-0.509, -0.049, 0.182], [-0.045, 1.101, -0.424], [-0.090, -0.811, 0.372], [-0.483, 0.923, -0.369], [0.294, -0.076, -0.022], [-0.132, -0.186, -0.014], [0.293, -0.293, -0.053], [0.098, 0.151, 0.013], [-0.717, 0.768, 0.075], [1.133, -1.053, -0.102], [-0.152, 0.149, -0.261], [-0.148, 0.113, 0.292], [0.094, -0.181, -0.017], [0.074, 0.203, -0.019], [0.002, -0.386, 0.163], [-0.025, 0.078, 0.052], [0.428, -0.572, 0.242], [0.036, -0.002, -0.137], [-0.053, -0.106, -0.059], [0.103, -0.085, -0.016], [0.081, 0.059, -0.013], [-0.072, 0.045, -0.028], [0.024, -0.066, -0.039], [-0.056, 0.072, -0.072], [0.053, -0.048, 0.132], [-0.031, 0.108, 0.058], [-0.083, -0.097, 0.086], [0.041, -0.028, -0.051], [-0.014, -0.072, -0.014], [0.070, -0.073, -0.006], [-0.098, -0.028, 0.090], [0.089, -0.063, 0.000], [-0.022, 0.116, 0.008], [0.101, 0.090, 0.017], [-0.411, 0.129, 0.016], [0.054, -0.011, -0.006], [-0.060, -0.067, 0.009], [0.029, 0.051, -0.053], [0.065, 0.070, -0.109], [0.070, 0.086, -0.060]]}